Molecular formula: C17H24Cl3IN3O5S
Method: DFT, the ωB97M-V functional and the def2-TZVPD basis

```
54
Properties=species:S:1:pos:R:3
C 4.851 -2.988 0.523
C 3.412 -2.264 0.443
N 3.282 -1.088 1.381
C 2.003 -0.379 1.015
C 0.917 -0.346 2.229
C -0.515 -0.608 1.522
C -1.041 -2.061 1.392
I 0.070 -3.772 2.198
N -2.292 -2.331 0.729
C -3.131 -1.276 0.155
S -4.667 -1.848 -0.700
C -2.767 0.227 0.237
C -3.616 1.444 -0.365
N -5.094 1.322 -0.229
C -1.400 0.559 0.958
C -0.831 2.028 1.164
O -1.435 2.913 1.821
O 0.438 2.354 0.615
C 0.329 2.962 -0.707
C 1.853 3.126 -1.241
O 1.998 2.547 -2.583
C 3.418 2.586 -2.832
O 3.805 2.622 -4.015
C 4.347 -0.074 1.084
C 4.828 0.898 2.264
O 4.862 0.089 -0.052
H 5.398 -2.843 1.512
H 5.486 -2.531 -0.326
H 4.711 -4.086 0.253
H 2.627 -3.056 0.686
H 3.279 -1.947 -0.663
H 1.511 -1.002 0.170
H 2.208 0.647 0.563
H 1.135 -1.125 3.034
H 0.989 0.685 2.711
H -2.588 -3.325 0.646
H -4.197 -2.327 -1.926
H -3.259 1.656 -1.438
H -3.313 2.381 0.244
H -5.421 0.900 -1.123
H -5.366 0.632 0.492
H -0.101 4.013 -0.602
H -0.280 2.260 -1.371
H 2.595 2.583 -0.539
H 2.161 4.229 -1.284
H 4.203 2.622 -1.986
H 5.965 1.010 2.326
H 4.422 1.946 1.993
H 4.339 0.557 3.234
C -8.082 -2.156 -2.811
Cl -9.083 -2.329 -1.364
Cl -7.870 -0.449 -3.221
Cl -6.509 -2.937 -2.574
H -8.587 -2.648 -3.639
```

The net charge is +1. The calculation puts the total energy at -89214.99351 eV. Its strongest force on any atom is 0.1029 Eh/bohr. The LUMO energy is -5.2193 eV. The calculation puts the HOMO energy at -12.18 eV. The calculation puts the orbital gap at 0.2557 Ha.

natural (NBO) charges, unit e, in atom order: number 1, C, carries -0.644; number 2, C, carries -0.234; number 3, N, carries -0.528; number 4, C, carries -0.227; number 5, C, carries -0.467; number 6, C, carries 0.004; number 7, C, carries 0.092; number 8, I, carries 0.313; number 9, N, carries -0.519; number 10, C, carries 0.065; number 11, S, carries 0.020; number 12, C, carries 0.023; number 13, C, carries -0.277; number 14, N, carries -0.794; number 15, C, carries -0.033; number 16, C, carries 0.765; number 17, O, carries -0.469; number 18, O, carries -0.557; number 19, C, carries -0.096; number 20, C, carries -0.105; number 21, O, carries -0.524; number 22, C, carries 0.602; number 23, O, carries -0.510; number 24, C, carries 0.724; number 25, C, carries -0.728; number 26, O, carries -0.572; number 27, H, carries 0.225; number 28, H, carries 0.235; number 29, H, carries 0.224; number 30, H, carries 0.196; number 31, H, carries 0.200; number 32, H, carries 0.206; number 33, H, carries 0.237; number 34, H, carries 0.264; number 35, H, carries 0.254; number 36, H, carries 0.466; number 37, H, carries 0.187; number 38, H, carries 0.240; number 39, H, carries 0.244; number 40, H, carries 0.370; number 41, H, carries 0.364; number 42, H, carries 0.218; number 43, H, carries 0.200; number 44, H, carries 0.194; number 45, H, carries 0.205; number 46, H, carries 0.162; number 47, H, carries 0.270; number 48, H, carries 0.238; number 49, H, carries 0.232; number 50, C, carries -0.279; number 51, Cl, carries 0.042; number 52, Cl, carries 0.029; number 53, Cl, carries 0.009; number 54, H, carries 0.244

---

Molecular formula: C17H24F9I2NO8
Method: DFT, the ωB97M-V functional and the def2-TZVPD basis

```
61
Properties=species:S:1:pos:R:3
N 0.815 -2.265 2.612
C 1.425 -1.189 1.795
I 2.202 -2.172 -0.033
O 0.494 -0.195 1.329
C -0.450 0.143 2.328
O -0.172 0.522 3.471
C -1.993 0.065 1.882
C -2.626 -1.349 2.255
C -4.227 -1.402 2.058
I -4.655 -3.329 1.084
H 1.089 -3.164 2.179
H 1.352 -2.268 3.499
H 2.336 -0.698 2.284
H -2.544 0.954 2.330
H -2.018 0.201 0.744
H -2.128 -2.146 1.628
H -2.417 -1.556 3.350
H -4.623 -0.587 1.375
H -4.721 -1.333 3.080
C 0.977 2.132 5.193
C 1.671 2.312 6.529
O 3.070 2.585 6.347
C 3.387 3.854 6.037
O 2.587 4.739 5.903
C 4.899 4.013 5.920
F 5.466 3.025 5.199
F 5.496 3.995 7.128
F 5.255 5.163 5.332
H 1.475 1.363 4.605
H -0.064 1.847 5.335
H 1.008 3.053 4.605
H 1.604 1.386 7.104
H 1.199 3.096 7.126
C 2.243 0.774 -6.733
C 1.647 0.207 -5.459
O 2.176 -1.100 -5.185
C 3.389 -1.134 -4.610
O 4.034 -0.162 -4.327
C 3.808 -2.574 -4.333
F 3.585 -3.387 -5.384
F 3.131 -3.102 -3.293
F 5.110 -2.689 -4.039
H 2.092 0.083 -7.566
H 1.781 1.731 -6.981
H 3.320 0.924 -6.634
H 0.570 0.091 -5.579
H 1.807 0.875 -4.608
C -5.221 -2.149 -2.568
C -3.727 -2.135 -2.817
O -3.391 -1.169 -3.826
C -3.319 0.107 -3.412
O -3.518 0.466 -2.283
C -2.912 1.021 -4.562
F -3.597 0.762 -5.692
F -1.606 0.885 -4.868
F -3.108 2.318 -4.288
H -5.764 -2.318 -3.501
H -5.487 -2.935 -1.859
H -5.564 -1.192 -2.168
H -3.407 -3.108 -3.193
H -3.167 -1.945 -1.898
```

The calculation puts the total energy at -76546.76506 eV. Its strongest force on any atom is 0.0814 Eh/bohr. The LUMO energy is -0.0331 eV. The SMILES is N[C@@H](I)OC(=O)CCCI.CCOC(=O)C(F)(F)F.CCOC(=O)C(F)(F)F.CCOC(=O)C(F)(F)F. The calculation puts the HOMO energy at -9.79 eV. The calculation puts the orbital gap at 0.3586 Ha.

natural (NBO) charges, unit e, in atom order: number 1, N, carries -0.866; number 2, C, carries 0.160; number 3, I, carries 0.055; number 4, O, carries -0.566; number 5, C, carries 0.840; number 6, O, carries -0.582; number 7, C, carries -0.506; number 8, C, carries -0.429; number 9, C, carries -0.501; number 10, I, carries 0.050; number 11, H, carries 0.386; number 12, H, carries 0.376; number 13, H, carries 0.204; number 14, H, carries 0.235; number 15, H, carries 0.233; number 16, H, carries 0.230; number 17, H, carries 0.224; number 18, H, carries 0.231; number 19, H, carries 0.232; number 20, C, carries -0.632; number 21, C, carries -0.081; number 22, O, carries -0.481; number 23, C, carries 0.687; number 24, O, carries -0.532; number 25, C, carries 0.898; number 26, F, carries -0.310; number 27, F, carries -0.310; number 28, F, carries -0.302; number 29, H, carries 0.224; number 30, H, carries 0.231; number 31, H, carries 0.218; number 32, H, carries 0.192; number 33, H, carries 0.195; number 34, C, carries -0.638; number 35, C, carries -0.081; number 36, O, carries -0.479; number 37, C, carries 0.686; number 38, O, carries -0.528; number 39, C, carries 0.899; number 40, F, carries -0.308; number 41, F, carries -0.315; number 42, F, carries -0.300; number 43, H, carries 0.215; number 44, H, carries 0.224; number 45, H, carries 0.223; number 46, H, carries 0.204; number 47, H, carries 0.200; number 48, C, carries -0.642; number 49, C, carries -0.081; number 50, O, carries -0.476; number 51, C, carries 0.689; number 52, O, carries -0.538; number 53, C, carries 0.900; number 54, F, carries -0.307; number 55, F, carries -0.317; number 56, F, carries -0.300; number 57, H, carries 0.214; number 58, H, carries 0.231; number 59, H, carries 0.221; number 60, H, carries 0.200; number 61, H, carries 0.201

---

Molecular formula: C17H24FeN3
Method: DFT, the ωB97M-V functional and the def2-TZVPD basis

```
45
Properties=species:S:1:pos:R:3
C 1.226 2.722 0.792
N 1.769 2.432 -0.525
C 2.476 3.432 -1.279
C 2.784 2.730 -2.588
N 2.182 1.423 -2.424
C 2.252 0.427 -3.489
C 1.608 1.301 -1.217
N 0.994 0.218 -0.673
H 1.117 1.821 1.394
H 1.922 3.393 1.308
H 0.254 3.224 0.720
H 1.854 4.326 -1.418
H 3.388 3.736 -0.755
H 2.363 3.282 -3.438
H 3.866 2.627 -2.736
H 2.113 -0.583 -3.088
H 1.497 0.601 -4.267
H 3.243 0.491 -3.954
H 1.020 -0.664 -1.167
C 2.131 -1.656 0.957
C 0.914 -1.118 1.242
C -0.296 -1.978 1.157
C -1.002 -2.537 2.301
C -2.086 -3.366 1.808
C -2.060 -3.332 0.367
C -0.947 -2.496 -0.046
Fe -2.194 -1.509 1.131
C -2.268 0.455 0.869
C -2.618 0.083 2.231
C -3.740 -0.832 2.173
C -4.079 -1.043 0.778
C -3.163 -0.258 -0.032
H 3.033 -1.035 0.966
H 2.174 -2.670 0.551
H 0.302 0.435 0.038
H 0.784 -0.227 1.891
H -0.664 -2.393 3.326
H -2.737 -3.968 2.430
H -2.693 -3.904 -0.302
H -0.583 -2.337 -1.061
H -1.572 1.237 0.583
H -2.173 0.501 3.129
H -4.286 -1.218 3.029
H -4.921 -1.621 0.405
H -3.184 -0.152 -1.114
```

The spin multiplicity is 5. As for the expectation value of S²: 6.03. The net charge is -1. The calculation puts the total energy at -56866.78448 eV. Its strongest force on any atom is 0.0892 Eh/bohr. The LUMO energy (spin up / spin down) is 2.8561 / 2.5886 eV. The calculation puts the HOMO energy (spin up / spin down) at 0.40 / -4.18 eV. The calculation puts the orbital gap (spin up / spin down) at 0.0904 / 0.2488 Ha.

natural (NBO) charges, unit e, in atom order: number 1, C, carries -0.453; number 2, N, carries -0.398; number 3, C, carries -0.450; number 4, C, carries -0.546; number 5, N, carries -0.402; number 6, C, carries -0.499; number 7, C, carries 0.619; number 8, N, carries -0.780; number 9, H, carries 0.226; number 10, H, carries 0.212; number 11, H, carries 0.194; number 12, H, carries 0.177; number 13, H, carries 0.189; number 14, H, carries 0.175; number 15, H, carries 0.185; number 16, H, carries 0.202; number 17, H, carries 0.192; number 18, H, carries 0.207; number 19, H, carries 0.422; number 20, C, carries -0.687; number 21, C, carries -0.468; number 22, C, carries -0.074; number 23, C, carries -0.280; number 24, C, carries -0.334; number 25, C, carries -0.290; number 26, C, carries -0.315; number 27, Fe, carries 0.477; number 28, C, carries -0.346; number 29, C, carries -0.271; number 30, C, carries -0.295; number 31, C, carries -0.305; number 32, C, carries -0.276; number 33, H, carries 0.174; number 34, H, carries 0.174; number 35, H, carries 0.456; number 36, H, carries 0.151; number 37, H, carries 0.232; number 38, H, carries 0.220; number 39, H, carries 0.222; number 40, H, carries 0.218; number 41, H, carries 0.222; number 42, H, carries 0.233; number 43, H, carries 0.226; number 44, H, carries 0.229; number 45, H, carries 0.234

---

Molecular formula: C17H24IrN4O7SeSi
Method: DFT, the ωB97M-V functional and the def2-TZVPD basis

```
55
Properties=species:S:1:pos:R:3
Ir 0.847 0.288 -1.428
O -4.558 4.701 -1.133
C -4.668 3.463 -1.162
O -5.668 2.727 -1.121
C -3.320 2.705 -1.265
C -2.121 3.390 -1.401
C -0.922 2.708 -1.469
N -0.880 1.371 -1.420
C -2.036 0.690 -1.285
C -3.256 1.315 -1.207
C -1.846 -0.804 -1.267
O -2.752 -1.572 -1.015
O -0.638 -1.161 -1.599
H -2.147 4.471 -1.441
H 0.029 3.209 -1.583
H -4.164 0.736 -1.107
N 2.897 -0.360 -1.415
C 3.800 0.801 -1.281
C 3.086 2.120 -1.569
O 3.658 3.181 -1.460
O 1.857 1.958 -1.968
H 2.966 -0.975 -0.611
H 3.070 -0.938 -2.228
H 4.657 0.717 -1.949
H 4.169 0.856 -0.258
C -1.313 -4.268 -1.863
N -0.781 -3.871 -0.577
C -1.481 -3.833 0.606
C -0.624 -3.422 1.562
N 0.593 -3.205 0.943
C 1.811 -2.784 1.601
C 0.488 -3.464 -0.379
Se 1.786 -3.273 -1.664
H -2.363 -4.514 -1.732
H -0.758 -5.127 -2.238
H -1.216 -3.437 -2.557
H -2.528 -4.069 0.652
H -0.770 -3.245 2.611
H 1.688 -2.928 2.673
H 2.004 -1.733 1.385
H 2.639 -3.392 1.238
C -0.899 0.661 2.507
Si 0.727 1.228 1.775
C 2.071 0.970 3.062
C 0.614 3.063 1.435
O 1.154 0.290 0.502
H -1.159 1.265 3.381
H -0.857 -0.386 2.815
H -1.713 0.758 1.783
H 1.910 1.631 3.917
H 3.058 1.193 2.648
H 2.089 -0.058 3.431
H 0.704 3.613 2.376
H -0.340 3.335 0.983
H 1.407 3.408 0.766
```

The net charge is -1. The calculation puts the energy relative to the best compared isomer or geometry (same formula, charge and spin) at 222.1 kJ/mol. The calculation puts the total energy at -114380.00813 eV. Its strongest force on any atom is 0.0431 Eh/bohr. The LUMO energy is 1.4749 eV. The calculation puts the HOMO energy at -5.37 eV. The calculation puts the orbital gap at 0.2514 Ha.

natural (NBO) charges, unit e, in atom order: number 1, Ir, carries 1.406; number 2, O, carries -0.742; number 3, C, carries 0.727; number 4, O, carries -0.735; number 5, C, carries -0.025; number 6, C, carries -0.231; number 7, C, carries 0.034; number 8, N, carries -0.447; number 9, C, carries 0.068; number 10, C, carries -0.194; number 11, C, carries 0.763; number 12, O, carries -0.635; number 13, O, carries -0.768; number 14, H, carries 0.256; number 15, H, carries 0.242; number 16, H, carries 0.270; number 17, N, carries -0.794; number 18, C, carries -0.357; number 19, C, carries 0.780; number 20, O, carries -0.627; number 21, O, carries -0.743; number 22, H, carries 0.428; number 23, H, carries 0.410; number 24, H, carries 0.218; number 25, H, carries 0.226; number 26, C, carries -0.398; number 27, N, carries -0.360; number 28, C, carries -0.034; number 29, C, carries -0.096; number 30, N, carries -0.369; number 31, C, carries -0.413; number 32, C, carries 0.295; number 33, Se, carries -0.409; number 34, H, carries 0.211; number 35, H, carries 0.209; number 36, H, carries 0.247; number 37, H, carries 0.234; number 38, H, carries 0.224; number 39, H, carries 0.203; number 40, H, carries 0.237; number 41, H, carries 0.226; number 42, C, carries -1.148; number 43, Si, carries 1.908; number 44, C, carries -1.133; number 45, C, carries -1.160; number 46, O, carries -1.115; number 47, H, carries 0.232; number 48, H, carries 0.224; number 49, H, carries 0.246; number 50, H, carries 0.231; number 51, H, carries 0.230; number 52, H, carries 0.222; number 53, H, carries 0.235; number 54, H, carries 0.245; number 55, H, carries 0.247